{"formula": "C21H34B3F5NO3", "method": "wB97M-V/def2-TZVPD", "e_tot_ev": -45577.523, "mol_weight_g_mol": 475.93, "total_charge": 1, "multiplicity": 1, "homo_lumo_gap_ha": 0.357, "lumo_energy_ha": -0.08566, "elements": ["C", "C", "C", "C", "B", "O", "B", "O", "B", "C", "F", "F", "C", "C", "C", "C", "C", "C", "F", "F", "F", "C", "O", "H", "H", "H", "H", "H", "H", "H", "H", "H", "H", "H", "H", "H", "H", "C", "C", "C", "C", "N", "C", "C", "C", "C", "C", "H", "H", "H", "H", "H", "H", "H", "H", "H", "H", "H", "H", "H", "H", "H", "H", "H", "H", "H", "H"], "coordinates": [[7.57672, 1.57349, 0.05662], [6.89590, 0.50935, -0.89183], [6.81839, 0.91978, -2.41740], [6.30886, 2.38843, -2.69365], [4.85407, 2.72792, -2.13081], [4.12510, 1.96258, -1.16483], [4.24355, 2.73935, 0.03229], [4.09397, 4.14949, -0.15838], [3.44165, 4.31260, -1.42516], [1.90501, 4.86463, -1.52682], [1.75317, 6.10095, -0.90564], [1.54196, 4.95059, -2.88564], [1.01204, 3.74844, -0.87188], [0.27342, 3.92603, 0.37560], [-0.48842, 2.76342, 0.86798], [-0.50366, 1.47268, 0.17109], [0.23907, 1.32498, -1.08644], [0.29342, 0.00850, -1.89916], [-0.90015, -0.69046, -1.87017], [0.65156, 0.21476, -3.20516], [1.27392, -0.82814, -1.37499], [0.99438, 2.45897, -1.59493], [4.18886, 3.92642, -2.56535], [7.59244, 2.61942, -0.33940], [8.60337, 1.27558, 0.41013], [6.95163, 1.61239, 1.00067], [7.53216, -0.42356, -0.84044], [5.87516, 0.18920, -0.54499], [6.16943, 0.15092, -2.92951], [7.85962, 0.84115, -2.84882], [6.25257, 2.50617, -3.81667], [7.00527, 3.19639, -2.33824], [4.43651, 2.25268, 1.09042], [0.28454, 4.89877, 0.92195], [-1.06823, 2.80179, 1.82645], [-1.07275, 0.59223, 0.56158], [1.59184, 2.35238, -2.53663], [-6.74422, -4.11455, 0.52736], [-5.37326, -4.76696, 0.38174], [-4.52692, -4.72998, 1.65514], [-4.24456, -3.38293, 2.31740], [-3.37923, -2.39346, 1.54642], [-4.11055, -1.67035, 0.42067], [-4.86840, -0.56176, 1.11367], [-3.85342, -0.03795, 2.11140], [-2.99391, -1.23781, 2.50388], [-2.13198, -3.05494, 1.02872], [-6.68356, -3.08998, 0.90202], [-7.24853, -4.08050, -0.43898], [-7.37176, -4.68583, 1.21521], [-4.82435, -4.32561, -0.45479], [-5.52323, -5.81303, 0.10334], [-3.58690, -5.25620, 1.46694], [-5.04298, -5.33870, 2.40512], [-3.69402, -3.59337, 3.23752], [-5.16345, -2.86986, 2.60296], [-3.35360, -1.26019, -0.25230], [-4.74719, -2.35008, -0.13401], [-5.75234, -0.94642, 1.62771], [-5.20343, 0.20644, 0.41708], [-4.33160, 0.42357, 2.97532], [-3.22622, 0.72557, 1.64427], [-3.16749, -1.55524, 3.53106], [-1.93445, -1.01980, 2.37285], [-2.40865, -3.77714, 0.26331], [-1.62893, -3.54052, 1.86482], [-1.48725, -2.29273, 0.59231]], "forces_ev_per_angstrom": [[-0.84, -0.29, 1.00], [0.66, -0.43, -0.40], [0.61, 0.11, 0.47], [-0.70, -0.74, -0.55], [-0.05, 0.35, -1.12], [1.53, 1.44, 0.93], [-0.59, 0.75, -1.31], [-1.24, -1.76, -0.78], [1.56, 0.67, -0.55], [-0.01, -0.86, 0.01], [-0.20, -1.28, -0.75], [0.21, 0.34, 1.61], [-1.05, -1.12, 0.34], [-0.05, -2.39, -1.33], [0.79, -0.68, -1.17], [1.19, 1.64, -1.14], [0.06, 2.02, 0.69], [0.93, -0.03, 0.21], [1.32, 0.72, -0.01], [-0.79, -0.29, 1.59], [-1.47, 0.78, -0.56], [-0.81, 0.30, 1.59], [-0.80, -1.00, 2.41], [0.11, -0.94, 0.18], [-0.96, 0.35, -0.69], [0.75, 0.10, -0.88], [-0.75, 0.87, -0.10], [0.99, 0.61, -0.18], [0.64, 0.95, 0.34], [-1.10, -0.02, 0.34], [0.09, 0.13, 1.06], [-0.50, -0.81, -0.29], [-0.07, 0.05, 0.03], [-0.01, -1.05, -0.59], [0.70, 0.26, -1.05], [0.55, 1.04, -0.28], [-0.76, 0.17, 1.02], [0.02, -0.05, -0.07], [-0.08, 0.11, -0.06], [0.03, -0.22, -0.31], [0.04, -0.30, 0.01], [0.40, 0.46, 0.10], [-0.25, -0.09, 0.02], [-0.18, -0.02, -0.01], [0.11, 0.50, 0.20], [-0.11, -0.09, -0.07], [-0.34, 0.04, 0.09], [-0.05, 0.01, -0.02], [-0.05, 0.00, 0.08], [0.02, 0.08, -0.01], [-0.01, -0.03, -0.02], [0.12, 0.04, 0.05], [-0.01, 0.05, 0.10], [0.07, 0.20, 0.13], [0.01, 0.15, -0.09], [0.08, 0.09, -0.13], [0.05, -0.09, 0.11], [0.13, -0.16, 0.07], [0.01, -0.02, -0.10], [0.03, -0.11, -0.02], [0.09, -0.06, -0.01], [-0.07, -0.05, 0.02], [0.06, -0.14, -0.15], [-0.05, -0.23, 0.02], [0.06, 0.00, 0.08], [-0.02, -0.02, -0.11], [-0.08, -0.04, 0.03]]}

{"formula": "C21H34BClFO9", "method": "wB97M-V/def2-TZVPD", "e_tot_ev": -56675.830, "mol_weight_g_mol": 495.76, "total_charge": -1, "multiplicity": 1, "homo_lumo_gap_ha": 0.227, "lumo_energy_ha": 0.06668, "elements": ["C", "C", "C", "Cl", "C", "C", "C", "O", "F", "C", "O", "B", "C", "C", "C", "C", "O", "C", "C", "O", "O", "H", "H", "H", "H", "H", "H", "H", "H", "H", "H", "H", "H", "H", "H", "H", "H", "H", "H", "H", "H", "H", "H", "O", "C", "O", "C", "C", "C", "H", "H", "H", "H", "H", "H", "O", "C", "O", "C", "C", "C", "H", "H", "H", "H", "H", "H"], "coordinates": [[-4.22495, -2.23385, -2.65237], [-2.93113, -1.77212, -3.34745], [-1.94597, -2.91443, -3.43634], [-1.48208, -3.36018, -1.74988], [-0.67050, -2.58612, -4.27594], [-0.07510, -3.77451, -5.03582], [0.06397, -5.01988, -4.22755], [1.05059, -5.41074, -3.63034], [-1.07900, -5.76534, -4.20450], [-0.76174, -1.41246, -5.33828], [0.44562, -0.74720, -5.27162], [0.69668, -0.68492, -3.79571], [2.24345, -0.44474, -3.39142], [2.59329, 1.00093, -3.00078], [2.84377, 1.26161, -1.50598], [1.88034, 0.50022, -0.63320], [1.92517, 1.06493, 0.71447], [1.27837, 0.32533, 1.63147], [1.96370, 0.20673, 2.95979], [0.18090, -0.19268, 1.43953], [0.25744, -2.05836, -3.38891], [-4.24737, -3.30705, -2.52218], [-5.10745, -1.93248, -3.20668], [-4.31627, -1.80369, -1.66540], [-3.15949, -1.40081, -4.33443], [-2.52107, -0.96684, -2.75859], [-2.47151, -3.78301, -3.81130], [0.88382, -3.48599, -5.43072], [-0.69981, -4.01688, -5.89159], [-0.94163, -1.82522, -6.32991], [-1.53569, -0.67289, -5.13163], [-0.10240, 0.16876, -3.36814], [2.82513, -0.68144, -4.27990], [2.52930, -1.18081, -2.64623], [1.83286, 1.69202, -3.34733], [3.51503, 1.25647, -3.51449], [2.70684, 2.32482, -1.33216], [3.87958, 1.04833, -1.26427], [0.89383, 0.56641, -1.06769], [2.18134, -0.53364, -0.57578], [1.76003, 1.05675, 3.58747], [3.03514, 0.09623, 2.87767], [1.55497, -0.66916, 3.44092], [-2.83472, 0.78179, -1.00171], [-3.15577, 0.90488, 0.13467], [-4.33609, 0.43214, 0.63261], [-4.47512, 0.81262, 2.00774], [-3.05730, 1.08206, 2.49848], [-2.37926, 1.60128, 1.23374], [-5.10772, 1.70370, 2.05885], [-4.96340, 0.00423, 2.54822], [-3.01863, 1.77057, 3.34188], [-2.58746, 0.14633, 2.80410], [-2.49837, 2.67960, 1.11273], [-1.32913, 1.33231, 1.18104], [3.40079, 1.89235, 5.02857], [3.05293, 2.56749, 5.94666], [2.07467, 3.50162, 5.84025], [1.94402, 4.22804, 7.07225], [2.52997, 3.31394, 8.14097], [3.61094, 2.56975, 7.35854], [2.49637, 5.16592, 6.97968], [0.89379, 4.45441, 7.23832], [2.89871, 3.85341, 9.01120], [1.77073, 2.60810, 8.47982], [4.55992, 3.10729, 7.35399], [3.76215, 1.55409, 7.71064]], "forces_ev_per_angstrom": [[0.00, 0.27, -0.09], [-0.66, -0.46, 0.74], [0.20, 0.42, -0.68], [-0.10, -0.36, -0.05], [0.28, 1.64, 0.81], [-0.55, -0.90, -0.10], [2.76, -0.51, 1.45], [-2.47, 0.57, -1.38], [0.17, 0.03, 0.03], [-0.38, -0.03, -0.14], [0.67, -0.25, -0.29], [-0.31, -0.20, -0.17], [-0.39, 0.45, -0.42], [0.52, -0.43, 0.28], [-0.19, 0.26, -0.37], [0.17, 0.56, -0.35], [0.20, -0.75, 0.26], [-1.58, -0.30, -0.14], [-0.05, -0.30, -0.23], [1.53, 0.52, 0.00], [0.49, -0.38, 0.26], [-0.07, -0.36, -0.07], [-0.20, 0.04, -0.16], [0.03, 0.14, 0.31], [-0.04, 0.03, -0.32], [0.40, 0.38, -0.11], [-0.03, -0.29, -0.20], [0.45, 0.19, 0.18], [-0.33, -0.05, -0.08], [0.00, -0.01, -0.35], [-0.44, -0.25, 0.26], [0.13, 0.12, 0.35], [0.12, -0.24, -0.21], [0.13, -0.06, 0.29], [-0.31, 0.03, -0.14], [0.20, 0.38, -0.13], [-0.03, 0.28, 0.19], [0.21, -0.26, 0.26], [-0.46, -0.05, 0.15], [-0.14, -0.41, 0.14], [-0.04, 0.43, 0.08], [0.25, 0.16, -0.14], [-0.14, -0.22, 0.18], [-0.23, -0.13, -0.39], [0.36, 0.30, 0.21], [-0.08, -0.05, 0.05], [0.04, 0.00, 0.10], [0.09, 0.07, 0.00], [-0.15, -0.22, 0.37], [0.01, 0.02, 0.00], [-0.06, -0.05, -0.11], [-0.07, 0.03, -0.02], [0.02, 0.00, -0.03], [0.00, 0.02, -0.05], [-0.03, 0.07, -0.20], [0.02, 0.01, -0.03], [0.29, 0.05, 0.09], [-0.07, 0.02, 0.06], [-0.02, 0.04, 0.11], [0.12, -0.06, 0.03], [-0.46, 0.10, 0.23], [0.02, -0.01, 0.00], [-0.03, -0.02, -0.14], [0.01, 0.06, -0.04], [-0.02, 0.01, 0.00], [0.05, -0.06, -0.03], [0.19, -0.03, -0.12]]}